A single C5H12S molecule at a distorted geometry. Source: the Open Molecules 2025 dataset; level of theory: ωB97M-V with the def2-TZVPD basis set.

Geometry as XYZ:
```
18
Properties=species:S:1:pos:R:3:mulliken_charge:R:1
C 2.73580 0.91231 -0.10789 -0.5553
C 0.89353 -1.42998 0.40793 -0.1335
C 0.11752 -2.44331 -0.28849 -1.2722
C -2.03365 1.13150 0.19713 -0.8433
C -0.66275 1.78467 -0.06849 -0.7699
S 0.64759 0.18823 -0.06990 -0.0546
H 2.59438 1.96617 0.11288 0.1827
H 2.66798 0.51081 0.93431 0.1341
H 0.95292 -1.58233 1.43039 0.3754
H 0.72428 -3.29853 -0.26231 0.3759
H -0.90846 -2.71265 0.15665 0.2449
H -0.07520 -2.37102 -1.31207 0.4380
H -2.49786 1.02855 -0.82632 0.2830
H -1.95832 0.10694 0.38702 0.2788
H -2.77342 1.64074 0.85128 0.2883
H -0.17031 2.29402 0.72339 0.3564
H -0.73402 2.45033 -0.85793 0.4657
H 0.47999 -0.17647 -1.40758 0.2056
```

The calculation puts the energy above the lowest of the compared OMol25 structures with the same formula, charge and spin at 791.39 kJ/mol. As for the HOMO-LUMO gap (spin up / spin down): 7.7 / 7.7 eV. The calculation puts the LUMO energy (spin up / spin down) at -0.057 / -0.057 eV. The max |F| comes out at 4.09 eV Å⁻¹. Its highest occupied orbital energy (spin up / spin down) is -7.79 / -7.79 eV.

A molecular structure, C25H25ILuOPS4SbSi at a distorted geometry. Source: the Open Molecules 2025 dataset; level of theory: ωB97M-V with the def2-TZVPD basis set.

Geometry as XYZ:
```
60
Properties=species:S:1:pos:R:3:mulliken_charge:R:1
Lu -2.21382 -1.16556 0.63316 1.0152
S -0.97866 -3.14251 5.15539 -0.6527
Sb -1.69311 -2.29815 3.20207 0.8813
S -0.51529 -2.98615 1.18701 -0.4572
S -1.78374 0.07131 2.89925 -0.5888
S -3.80627 -2.72024 2.27497 -0.6147
I -1.88349 1.61661 -0.62429 0.1497
C -0.33018 2.99549 -0.47022 0.3776
C -0.78682 4.22592 -0.83207 -0.8659
C 0.09350 5.31635 -0.95700 -0.7901
C 1.41498 5.11256 -0.72733 -0.8298
C 1.90855 3.84210 -0.33445 1.1626
C 3.29705 3.73060 -0.10902 -0.8616
C 3.82537 2.55363 0.30552 -1.3098
C 2.97312 1.45650 0.52015 0.1868
C 1.61029 1.46973 0.30738 0.0345
P 0.73214 -0.22156 0.65597 0.6841
C 1.57710 -1.13415 -0.72270 1.1906
C 0.77440 -1.39614 -1.83386 -0.4248
C 1.28122 -2.05091 -2.94997 -0.7270
C 2.60356 -2.46978 -2.97083 -0.4609
C 3.41455 -2.21913 -1.87104 -0.7794
C 2.90670 -1.55416 -0.76085 0.0640
C 1.65964 -0.58560 2.21258 0.0825
C 2.21845 -1.81945 2.53448 -0.2373
C 2.80113 -2.03483 3.78002 -0.6915
C 2.81479 -1.02708 4.73115 -0.4470
C 2.23837 0.20102 4.43343 -0.6702
C 1.66180 0.41305 3.19067 -0.5427
C 1.03912 2.70912 -0.16026 0.0765
H -1.84192 4.36160 -1.04198 0.3847
H -0.28571 6.28968 -1.24648 0.3842
H 2.12784 5.92316 -0.83654 0.3228
H 3.91944 4.60466 -0.27176 0.3325
H 4.88877 2.45134 0.48765 0.4268
H 3.43221 0.55731 0.89649 0.2048
H -0.26912 -1.10562 -1.82519 0.1328
H 0.63221 -2.24675 -3.79657 0.4289
H 2.99879 -2.99332 -3.83380 0.3650
H 4.44908 -2.54510 -1.87344 0.3919
H 3.56675 -1.37109 0.07687 0.2518
H 2.16956 -2.63411 1.82960 0.4356
H 3.20949 -3.01209 4.01483 0.3714
H 3.23587 -1.21021 5.71476 0.3629
H 2.21469 0.99018 5.17871 0.3856
H 1.19776 1.36637 2.97865 0.3811
C -4.74299 -2.89675 -2.38578 -1.0404
Si -4.10412 -1.21537 -1.92999 0.4180
C -4.21023 -0.08388 -3.40899 -0.9552
C -5.20718 -0.49716 -0.58444 -1.1254
O -2.58522 -1.29379 -1.34462 -0.5399
H -5.74882 -2.84615 -2.82479 0.3143
H -4.78401 -3.53233 -1.49364 0.2666
H -4.07269 -3.37553 -3.11066 0.2759
H -5.22655 -0.06993 -3.82998 0.3488
H -3.51727 -0.41233 -4.19681 0.2779
H -3.93984 0.94277 -3.13353 0.2370
H -6.25498 -0.48013 -0.90747 0.3709
H -4.93330 0.53558 -0.33529 0.2812
H -5.17298 -1.08958 0.33485 0.3536
```

As for the HOMO-LUMO gap: 6.9 eV. The total charge is -1. The calculation puts the LUMO energy at 1.996 eV. The max |F| comes out at 1.16 eV Å⁻¹. Its highest occupied orbital energy is -4.86 eV.

A molecular structure, C11H39N15O8Y at a distorted geometry. Source: the Open Molecules 2025 dataset; level of theory: ωB97M-V with the def2-TZVPD basis set.

Geometry as XYZ:
```
74
Properties=species:S:1:pos:R:3:mulliken_charge:R:1
Y 22.70033 4.01152 -6.75780 1.5349
C 24.40940 3.60025 -3.49589 0.3239
O 24.04053 3.79762 -4.66488 -0.3353
N 25.06842 4.51790 -2.76162 -0.4705
N 24.22791 2.46351 -2.82483 -0.2666
H 25.58917 4.28135 -1.93281 0.1937
H 25.41012 5.34029 -3.23455 0.2327
H 24.96647 2.32671 -2.15509 0.1954
H 23.56928 1.77132 -3.13050 0.1856
C 22.65314 2.17157 -9.85595 0.2957
O 22.83313 3.01798 -8.97904 0.0490
N 23.16890 0.93217 -9.77253 -0.3342
N 21.94695 2.40219 -10.98932 -0.4654
H 23.84759 0.62681 -9.10006 0.1192
H 22.98839 0.37836 -10.59407 0.1835
H 21.84998 1.62448 -11.61817 0.1752
H 21.47428 3.28837 -11.03767 0.2328
C 19.29534 5.49310 -7.34176 0.3830
O 20.35688 4.87079 -7.37437 -0.2095
N 18.14668 5.02854 -7.86349 -0.4199
N 19.12693 6.79924 -6.96175 -0.2818
H 17.32868 5.59778 -7.75348 0.1784
H 18.13088 4.03539 -8.02418 0.1683
H 19.81940 7.44796 -6.63799 0.1498
H 18.15120 7.01341 -7.02890 0.1251
C 25.86164 3.78629 -8.24727 0.2963
O 24.98098 4.14884 -7.43505 -0.2737
N 26.60805 4.59574 -8.98284 -0.3812
N 26.05128 2.48600 -8.54650 -0.2827
H 26.53530 5.58331 -8.79610 0.2807
H 26.84015 4.27331 -9.90800 0.2177
H 25.48755 1.81991 -8.05712 0.2161
H 26.74528 2.18085 -9.20748 0.1975
C 24.49820 0.89768 -6.33381 -0.4261
O 23.71633 1.80446 -6.60134 0.2806
N 24.56063 -0.36948 -6.80469 -0.2801
N 25.67361 1.12920 -5.65881 -0.2840
H 23.72375 -0.87911 -7.05016 0.2792
H 25.33311 -0.87032 -6.41335 0.1560
H 26.33233 0.39015 -5.51144 0.1588
H 25.85607 2.10062 -5.45446 0.2152
C 20.73452 3.75345 -3.90357 0.6751
O 21.25474 4.25052 -4.91359 -0.2652
N 20.11373 4.47784 -2.95775 -0.4625
N 20.71035 2.44106 -3.67511 -0.3171
H 19.82405 4.02408 -2.10776 0.1569
H 19.87742 5.45006 -3.06198 0.2388
H 21.36397 1.93592 -4.24898 -0.1099
H 20.17500 2.07606 -2.90654 0.1927
C 20.44477 1.30239 -6.93305 0.5877
O 21.21060 2.28380 -6.71910 -0.5050
N 19.59554 1.32625 -7.96764 -0.4458
N 20.37283 0.22899 -6.16007 -0.3906
H 19.55953 2.12521 -8.57622 0.1499
H 19.03483 0.50340 -8.11544 0.1746
H 19.69770 -0.50388 -6.30019 0.2009
H 21.01243 0.20825 -5.38555 0.1986
C 23.06533 8.58901 -6.50974 -1.5146
C 22.82439 7.21747 -7.05887 1.2434
C 23.53759 6.90361 -8.32319 -0.7600
O 23.07284 5.67064 -8.85483 0.1556
C 23.29910 5.72895 -10.28938 -1.0154
N 23.19715 6.15771 -6.03546 -0.1106
H 22.69900 9.25329 -7.29579 0.4435
H 24.12571 8.82941 -6.40579 0.3925
H 22.56097 8.80322 -5.56935 0.4519
H 21.74559 7.07213 -7.13055 -1.1309
H 24.60455 6.78876 -8.09418 0.1844
H 23.56980 7.82010 -8.91687 0.6271
H 24.37300 5.73863 -10.48741 0.3501
H 22.83455 6.58820 -10.76957 0.4069
H 22.97673 4.81204 -10.77582 0.1327
H 24.16567 6.42549 -5.86892 0.3495
H 22.81343 6.32658 -5.10934 0.4011
```

The calculation puts the energy above the lowest of the compared OMol25 structures with the same formula, charge and spin at 143.76 kJ/mol. As for the HOMO-LUMO gap: 10.7 eV. The total charge is +3. The calculation puts the LUMO energy at -6.827 eV. The max |F| comes out at 2.83 eV Å⁻¹. Its highest occupied orbital energy is -17.51 eV.

A molecular structure, C15H30ClNO5P2Zr at a distorted geometry. Source: the Open Molecules 2025 dataset; level of theory: ωB97M-V with the def2-TZVPD basis set.

Geometry as XYZ:
```
55
Properties=species:S:1:pos:R:3:mulliken_charge:R:1
Zr 0.35165 0.46696 0.28975 1.4891
P -1.89682 -0.80014 1.57694 1.3763
P 2.13933 0.66607 -2.72488 1.1631
N 0.36205 -1.49587 0.09571 -0.8663
H -1.10321 3.58957 3.98353 0.2006
C -3.39377 0.24971 1.43433 -1.2930
H -4.07520 0.06156 2.27647 0.3553
H -3.89882 -0.00418 0.49157 0.3867
H -3.11626 1.31237 1.40539 0.2290
C -1.69101 -0.95955 3.40001 -1.2662
H -2.67211 -1.11788 3.87319 0.4018
H -1.21873 -0.05710 3.81067 0.2007
H -1.03693 -1.81909 3.60827 0.3080
C -2.56085 -2.46192 1.22156 -1.3563
H -3.28976 -2.76145 1.98405 0.4893
H -1.73508 -3.17902 1.21464 0.3163
H -3.03443 -2.47586 0.23640 0.3472
C 1.70643 2.10056 -3.71719 -1.1144
H 2.50372 2.36943 -4.42350 0.4200
H 1.54467 2.93304 -3.01910 0.2239
H 0.78596 1.89071 -4.28245 0.3329
C 3.67113 0.97004 -1.84420 -1.0729
H 4.28825 1.65792 -2.43394 0.3978
H 4.19277 0.01011 -1.74367 0.3867
H 3.46947 1.40295 -0.86022 0.1860
C 2.33536 -0.82458 -3.71286 -1.1224
H 2.85862 -0.64193 -4.66233 0.4120
H 1.35082 -1.26308 -3.91853 0.2755
H 2.92789 -1.54016 -3.12752 0.3521
C 0.13171 -2.42760 -0.83218 0.4459
C -1.28455 -3.35483 -2.61820 -0.7415
C -0.92054 -2.28677 -1.81430 0.0682
C 0.89145 -3.63928 -0.86064 -0.5801
C 0.53038 -4.67985 -1.69843 -0.4230
C -0.56986 -4.55993 -2.56183 -0.5225
H -2.13643 -3.24284 -3.29307 0.3630
H -1.45924 -1.33139 -1.85548 0.3019
H 1.71896 -3.70213 -0.15452 0.3897
H 1.10022 -5.60893 -1.67723 0.3716
H -0.86859 -5.40201 -3.18676 0.3630
C -0.35277 2.52033 2.99664 0.4414
O -0.36405 1.54847 2.19100 -0.3997
C -1.48981 3.51716 2.86997 -0.8322
H -1.76459 4.51767 3.32122 0.2820
H -2.45574 3.00540 2.74853 0.1145
H -1.17049 4.02390 1.92156 0.0707
C 0.83213 2.73966 3.86990 -1.5573
H 1.09585 3.80757 3.90666 0.4376
H 1.70046 2.19619 3.47866 0.3560
H 0.63981 2.38018 4.89748 0.2696
O -0.01751 2.63996 -0.27819 -0.3953
Cl 1.35367 3.19514 0.18905 0.9341
O 2.13259 3.59860 -0.98064 -0.5534
O 1.99653 1.82185 0.74010 -0.6022
O 0.96528 0.44430 -1.75141 -0.7610
```

As for the HOMO-LUMO gap: 4.0 eV. The calculation puts the LUMO energy at 0.035 eV. The max |F| comes out at 4.38 eV Å⁻¹. Its highest occupied orbital energy is -3.96 eV.